# 1
The molecule C8H12N4O3 in a non-equilibrium geometry, computed with ωB97M-V/def2-TZVPD.

Summary:
max |F|	3.9	eV/A
structure (SMILES)	N[C@@H](Cc1c[nH]cn1)C(=O)NCC(=O)O
ΔE to the lowest compared entry with this formula, charge and spin	32.9	kcal per mole
2S+1	1
frontier orbital gap	9.401	eV

```
27
Properties=species:S:1:pos:R:3:forces:R:3
N 0.34315 0.96964 0.95072 0.9 0.0 1.4
C 0.25844 -0.31304 0.27360 0.8 -1.8 1.1
C 1.47639 -1.21463 0.54787 2.0 -0.6 -1.4
C 2.72007 -0.66934 -0.11319 -0.2 0.6 -0.6
C 3.71148 -1.29518 -0.85522 -0.7 -1.3 0.7
N 4.53527 -0.28283 -1.25084 2.1 -0.8 -1.0
C 4.07380 0.89051 -0.71563 0.6 0.4 -1.7
N 2.94648 0.72263 -0.09558 0.5 -1.6 0.3
C -0.94969 -1.12374 0.64431 -1.8 -1.6 1.7
O -0.90352 -2.26894 1.13859 0.2 1.9 -0.9
N -2.16170 -0.50611 0.48013 2.7 2.2 -1.8
C -2.31767 0.74030 -0.30754 -1.8 0.7 0.5
C -3.88486 1.06788 -0.31789 1.8 -0.1 2.8
O -4.66551 0.48170 0.41033 0.3 0.4 -1.6
O -4.09367 2.29239 -0.82704 -2.2 -0.2 -0.2
H 1.21298 1.40012 0.58034 -0.8 -0.2 0.3
H 0.60344 0.75868 1.96336 -0.6 0.4 -1.6
H 0.15055 -0.19677 -0.77762 0.3 0.6 -1.2
H 1.47598 -2.27521 0.23304 -1.0 0.5 -0.1
H 1.76623 -1.31013 1.57047 -0.6 0.3 1.2
H 3.99155 -2.39899 -1.07433 -0.9 2.3 0.4
H 5.36498 -0.56124 -1.85094 -1.4 1.4 1.3
H 4.50669 1.85925 -0.97987 0.0 -0.5 0.3
H -2.96062 -0.93577 0.81617 -1.8 -1.0 0.6
H -1.88535 1.69536 0.25194 -0.4 -2.2 -1.6
H -2.02683 0.60329 -1.39283 0.2 0.5 1.3
H -5.06810 2.50033 -0.64373 1.7 -0.3 -0.3
```
Positions in Å, forces in eV/Å.


# 2
The ion C8H12N5 with charge +1 in a non-equilibrium geometry, computed with ωB97M-V/def2-TZVPD.

Summary:
max |F|	4.0	eV/A
ΔE to the lowest compared entry with this formula, charge and spin	75.9	kcal per mole
net charge	+1
2S+1	1
frontier orbital gap	8.717	eV

```
25
Properties=species:S:1:pos:R:3:forces:R:3
C 0.44350 -1.22379 1.26928 0.5 0.3 -1.7
C -0.70878 -1.29829 0.53116 2.0 -1.0 -0.4
C 1.46687 -1.17372 0.30394 -1.9 -0.2 -1.7
C 3.05531 0.49510 -0.10277 -1.2 -1.2 2.4
C -2.06944 -0.95459 0.70325 -2.1 -0.6 -2.5
C -2.43944 0.21058 -0.26596 -1.4 0.4 2.3
C -1.56903 1.47516 -0.28609 0.0 0.8 -0.8
C 0.77984 1.57467 0.34309 -1.6 -0.1 2.3
N 0.96747 -1.28377 -0.93966 1.1 -1.2 0.8
N -0.33043 -1.52179 -0.76057 1.7 1.1 0.9
N 2.80032 -0.75596 0.37109 2.5 -1.8 -1.2
N -0.12148 1.27735 -0.52267 2.2 0.0 -2.3
N 2.12914 1.44099 0.01688 2.6 2.4 -1.9
H 4.09386 0.74113 -0.20926 0.2 0.4 -0.3
H -2.57120 -1.79988 0.19200 -0.5 0.2 0.8
H -2.45144 -0.85333 1.66570 -0.3 0.2 1.7
H -2.59769 -0.22537 -1.22112 0.3 0.0 -1.1
H -3.50244 0.46187 0.04629 1.3 0.3 -0.4
H -1.88291 2.03336 -1.19579 -0.1 0.1 0.9
H -1.59664 2.12161 0.62631 -0.3 -0.7 -0.8
H 0.59011 -1.04869 2.27368 -0.1 0.3 1.9
H -0.84340 -1.65795 -1.59512 -0.9 -0.1 -0.5
H 3.52124 -1.59118 0.22290 -1.7 2.9 0.3
H 0.30019 1.11639 -1.50150 -1.6 -0.3 1.4
H 2.53644 2.44010 0.03491 -0.6 -2.1 -0.2
```
Positions in Å, forces in eV/Å.


# 3
The ion C8H12N5S with charge +1 in a non-equilibrium geometry, computed with ωB97M-V/def2-TZVPD.

Summary:
max |F|	4.5	eV/A
ΔE to the lowest compared entry with this formula, charge and spin	25.6	kcal per mole
net charge	+1
2S+1	1
frontier orbital gap	9.675	eV

```
26
Properties=species:S:1:pos:R:3:forces:R:3
C -0.44299 2.38234 -1.68842 1.2 2.0 1.9
C -0.58954 3.51195 -0.94354 -1.3 -1.5 0.1
C -0.86921 1.50517 0.35280 -0.5 -1.9 2.7
C -0.11047 -0.03934 -1.27554 2.3 -2.2 3.2
C 1.68448 -0.24983 0.21779 2.0 -0.2 -0.2
C -0.89135 -1.02358 -0.33148 -0.5 1.3 -0.7
C -0.53375 -0.59291 1.10010 -0.1 0.9 -2.2
C -0.67847 -2.50969 -0.52059 -0.3 -1.8 0.9
N -0.50059 1.25350 -0.85293 -0.4 2.2 -2.7
N 1.42239 -0.12893 -1.02819 -3.2 0.2 -0.1
N 0.82744 -0.52830 1.31377 -2.3 1.3 -3.0
N 2.98224 -0.05218 0.60682 1.9 -0.4 -0.1
N -1.31524 -0.82485 2.14119 0.6 -0.5 -0.3
S -1.10890 3.11313 0.70420 0.7 0.4 -1.5
H 0.05343 2.55406 -2.62042 -0.1 -1.2 -0.8
H -0.56564 4.46323 -1.38824 0.0 1.2 -0.1
H -0.36185 -0.22377 -2.26789 -0.1 -0.2 -1.8
H -1.94056 -0.79559 -0.51998 -0.2 0.0 0.2
H -1.04587 -3.02404 -1.47339 0.6 1.3 1.1
H -1.29879 -2.99608 0.32062 1.1 0.4 -1.2
H 0.39680 -2.75043 -0.36200 -0.8 -0.1 -0.2
H 1.04126 -0.99697 2.10873 2.0 -1.3 2.8
H 3.75387 0.10597 -0.14733 -2.3 -0.6 1.9
H 3.26886 -0.54234 1.47135 0.1 0.7 -1.0
H -0.86009 -0.77254 3.02629 -0.4 0.2 0.8
H -2.31746 -0.83799 2.05629 0.1 -0.1 0.1
```
Positions in Å, forces in eV/Å.


# 4
A cluster of 2 separate species, C8H12NO in total in a non-equilibrium geometry, computed with ωB97M-V/def2-TZVPD.

Summary:
max |F|	4.6	eV/A
ΔE to the lowest compared entry with this formula, charge and spin	27.1	kcal per mole
⟨S²⟩	2.027
net charge	+1
2S+1	3
frontier orbital gap (spin up / spin down)	6.503 / 5.710	eV

```
22
Properties=species:S:1:pos:R:3:forces:R:3
C -4.01297 1.85041 1.45941 -0.1 1.5 1.9
C -3.21916 1.28909 0.76217 0.6 -1.5 -1.6
C -2.52229 0.45356 -0.08704 1.7 1.8 2.3
C 2.56695 0.96809 -0.45435 -0.4 -2.8 -1.5
C 1.29002 0.77505 -1.25525 0.5 0.7 -1.0
C 1.33059 0.35958 0.19581 -0.5 -1.6 0.2
C 0.28900 -1.50976 1.37834 -1.0 -0.9 1.7
C 1.13354 -1.14425 0.40200 2.1 2.9 -2.9
N 1.70284 -1.96794 -0.47009 -1.2 -2.6 2.2
O -3.13862 -0.16852 -1.01697 -3.7 -0.9 -0.9
H -4.24813 2.50351 2.26083 -0.9 0.2 0.0
H 3.40185 0.27413 -0.81725 -1.1 1.2 1.0
H 2.83543 1.90657 -0.10781 0.6 1.5 0.5
H 0.63335 1.65300 -1.52379 0.9 -1.3 0.1
H 1.45261 -0.07174 -1.98972 -0.9 1.4 0.7
H 0.73361 0.95362 0.91277 0.7 -0.3 -0.5
H 0.31174 -2.54222 1.63966 -0.7 -0.6 0.6
H -1.49081 0.28768 0.11878 0.8 -0.2 -0.2
H -0.26239 -0.72634 1.87696 -0.2 -0.4 0.3
H 2.29797 -1.54432 -1.11856 1.2 0.2 -1.3
H -2.71580 -0.55210 -1.73974 1.7 -0.7 -1.5
H 1.63065 -3.04709 -0.42615 0.1 2.6 -0.1
```
Positions in Å, forces in eV/Å.


# 5
A cluster of 2 separate species, C8H12NP in total in a non-equilibrium geometry, computed with ωB97M-V/def2-TZVPD.

Summary:
max |F|	5.3	eV/A
ΔE to the lowest compared entry with this formula, charge and spin	70.2	kcal per mole
2S+1	1
frontier orbital gap (spin up / spin down)	7.777 / 7.821	eV

```
22
Properties=species:S:1:pos:R:3:forces:R:3
C -3.28386 0.82086 -0.31948 -0.4 1.3 0.0
C -3.37581 -0.47146 0.11828 -2.7 -1.4 -0.5
C -2.05507 1.45701 -0.28988 0.8 0.3 -0.8
C -2.26141 -1.10487 0.60909 -1.5 -3.4 0.7
C -1.00120 0.64564 0.14104 2.3 3.2 -0.5
C 2.11634 -0.62707 -1.23709 2.5 4.6 -0.7
C 2.20002 -0.62839 1.26872 -0.5 -0.2 2.2
C 2.41664 0.13864 0.08549 2.2 3.0 -1.9
N -1.09644 -0.53654 0.58758 1.9 -0.2 0.6
P 1.53631 1.81625 0.26568 -1.9 -2.3 0.8
H -4.22102 1.32906 -0.58845 0.7 -0.1 -0.2
H -4.40404 -0.94550 -0.07005 1.8 0.3 0.9
H -1.86154 2.44892 -0.74328 -0.3 -0.7 0.7
H -2.25766 -2.17757 1.02610 -0.4 1.7 -0.8
H 2.41491 -1.61457 -1.21351 0.5 -2.0 -0.2
H 1.12738 -0.42561 -1.30190 -3.6 -0.6 -0.6
H 2.49743 -0.00683 -2.18193 -0.2 -1.6 2.0
H 2.17929 -0.11694 2.22190 0.3 0.8 0.1
H 2.98102 -1.30317 1.36109 1.1 -2.1 0.3
H 1.24639 -1.04151 1.23216 -1.6 -1.4 -0.1
H 3.50973 0.45443 0.10230 -0.9 -0.1 -0.2
H 1.59257 1.88923 -1.07387 -0.3 0.8 -1.9
```
Positions in Å, forces in eV/Å.


# 6
A cluster of 2 separate species, C8H12NS in total in a non-equilibrium geometry, computed with ωB97M-V/def2-TZVPD.

Summary:
max |F|	5.0	eV/A
ΔE to the lowest compared entry with this formula, charge and spin	28.2	kcal per mole
net charge	+1
2S+1	1
frontier orbital gap	8.148	eV

```
22
Properties=species:S:1:pos:R:3:forces:R:3
C -3.49670 0.38301 0.45933 0.3 -0.1 -0.1
C -2.94886 -0.89276 0.41257 0.0 0.2 0.0
C -2.67300 1.47153 0.20215 0.0 -0.1 0.0
C -1.60790 -1.04214 0.12776 -0.4 -0.4 0.1
C -1.34086 1.25938 -0.07550 -0.4 0.4 0.0
C 1.05740 0.26400 -1.69060 -0.1 0.0 -0.2
C 3.01676 -0.13539 1.04768 -0.2 0.1 -0.2
C 0.59385 -0.10826 -0.31215 2.6 -4.3 0.9
N -0.82652 0.01881 -0.10394 -0.8 0.1 0.1
S 1.41947 0.68989 1.08819 -0.2 0.0 -0.1
H -4.53998 0.52161 0.69441 -0.1 0.0 0.0
H -3.55559 -1.76408 0.60076 0.0 -0.1 0.0
H -3.05348 2.48056 0.22354 0.0 0.1 0.0
H -1.13013 -2.00843 0.08113 0.1 0.0 0.0
H -0.65601 2.07416 -0.25513 0.1 0.0 0.0
H 0.91241 1.32886 -1.86978 0.0 0.1 0.0
H 2.11726 0.04870 -1.80015 0.0 0.0 0.1
H 0.51601 -0.29648 -2.45190 0.0 0.0 0.0
H 3.60436 0.18977 0.19447 0.1 0.0 0.0
H 2.84152 -1.20973 1.01885 0.1 -0.1 0.0
H 3.52420 0.13643 1.97132 0.0 0.0 0.0
H 0.96608 -1.69170 -0.11803 -1.2 4.1 -0.6
```
Positions in Å, forces in eV/Å.


# 7
The molecule C8H12O in a non-equilibrium geometry, computed with ωB97M-V/def2-TZVPD.

Summary:
max |F|	3.8	eV/A
structure (SMILES)	C=C(C=O)C/C(C)=C\C
ΔE to the lowest compared entry with this formula, charge and spin	50.0	kcal per mole
2S+1	1
frontier orbital gap	8.986	eV

```
21
Properties=species:S:1:pos:R:3:forces:R:3
C 2.18126 0.50901 1.55798 0.0 -0.1 -0.7
C 1.24623 0.74778 0.63869 -0.5 -0.3 0.1
C 1.57797 1.05741 -0.81159 1.6 3.0 1.5
O 1.00099 1.88060 -1.49674 -0.2 -1.6 0.3
C -0.22148 0.57537 0.86923 0.5 -0.4 0.2
C -0.48372 -0.62580 -0.00464 -1.8 0.9 -2.1
C 0.38128 -1.84469 0.07186 0.2 0.0 -0.3
C -1.37071 -0.46359 -1.02220 -0.5 -1.8 2.0
C -2.57787 0.42577 -0.93726 0.5 1.0 -0.2
H 1.91512 0.18594 2.55364 -0.1 0.3 0.1
H 3.23660 0.53537 1.33426 0.2 0.0 -0.2
H 2.66150 0.88033 -0.97493 -0.2 -0.7 -0.8
H -0.69824 1.49331 0.52074 -0.4 -0.3 -0.1
H -0.49707 0.38857 1.90748 0.2 0.1 0.2
H 1.25656 -1.73480 -0.56991 0.3 0.0 0.1
H 0.73292 -2.02686 1.08650 0.0 -0.1 0.0
H -0.15857 -2.70831 -0.31486 0.0 0.0 0.2
H -1.51153 -1.31266 -1.68086 0.3 -0.1 -0.3
H -2.29671 1.46015 -1.13836 -0.2 0.2 -0.1
H -3.35162 0.14857 -1.64810 0.1 -0.1 -0.1
H -3.02291 0.42853 0.05905 0.1 -0.1 0.0
```
Positions in Å, forces in eV/Å.


# 8
The molecule C8H12O in a non-equilibrium geometry, computed with ωB97M-V/def2-TZVPD.

Summary:
max |F|	4.6	eV/A
structure (SMILES)	C=C/C=C(\C)OC(=C)C
ΔE to the lowest compared entry with this formula, charge and spin	85.2	kcal per mole
2S+1	1
frontier orbital gap	9.458	eV

```
21
Properties=species:S:1:pos:R:3:forces:R:3
C 3.22887 -0.09979 0.66369 -1.4 0.5 -1.7
C 2.80268 -0.31211 -0.61210 -1.3 -0.3 -0.3
C 1.36059 -0.43416 -1.07768 -1.7 -0.8 0.4
C 0.22767 0.13992 -0.57065 2.3 1.8 -0.7
C 0.27893 1.37181 0.32414 1.8 -1.4 2.6
O -1.01953 -0.04963 -1.16476 0.9 -0.7 0.8
C -2.04148 -0.24095 -0.22444 0.2 0.1 -0.2
C -2.94057 0.74229 -0.20506 -2.9 -0.4 -1.9
C -1.84666 -1.51538 0.65789 2.2 3.5 -2.1
H 2.58010 0.20869 1.55576 1.3 -0.9 -1.5
H 4.28599 -0.06121 0.59047 1.0 0.2 1.4
H 3.55889 -0.49220 -1.45882 -1.1 0.2 1.6
H 1.04636 -1.18842 -1.84708 1.0 0.6 0.5
H 1.39524 1.54170 0.77414 -3.1 -0.1 -1.4
H -0.17284 2.23517 -0.09556 0.1 0.9 -1.1
H -0.41922 1.23161 1.17801 0.7 -0.2 0.0
H -3.99308 0.52126 0.12813 1.4 0.3 0.6
H -3.02052 1.49659 -1.06415 0.9 -1.0 1.5
H -1.53421 -2.28276 -0.05817 0.2 -0.1 0.7
H -1.05643 -1.10410 1.35048 -0.5 -1.4 -0.4
H -2.72076 -1.70831 1.15576 -2.0 -0.7 1.3
```
Positions in Å, forces in eV/Å.